No. 1
14
Properties=species:S:1:pos:R:3:forces:R:3 method="wB97M-V/def2-TZVPD" homo_energy_ev=-10.16 homo_lumo_gap_ha=0.408 multiplicity=1 relative_energy_kj_mol=88.6
C 2.8042 0.0278 0.0749 0.1 0.1 0.0
C 1.3185 0.2380 -0.0341 0.1 0.4 -0.1
O 0.7808 1.2931 -0.2847 0.2 -0.4 0.1
O 0.6399 -0.9000 0.1789 -0.2 0.1 0.0
H 3.3134 0.9862 -0.0244 -0.1 -0.1 0.0
H 3.1380 -0.6554 -0.7117 -0.1 0.1 0.1
H 3.0455 -0.4331 1.0366 0.0 0.1 -0.1
H -0.3125 -0.6868 0.1060 0.1 -0.1 0.0
C -2.7569 -0.5401 0.1404 0.1 0.1 -0.1
C -2.1563 0.5811 -0.2533 -0.2 -0.1 0.0
H -3.0386 -0.7025 1.1783 0.1 0.0 -0.1
H -2.9998 -1.3359 -0.5600 0.0 0.1 0.1
H -1.8704 0.7501 -1.2884 -0.1 0.0 0.1
H -1.9058 1.3776 0.4417 -0.1 -0.1 -0.1

***

No. 2
63
Properties=species:S:1:pos:R:3:forces:R:3 method="wB97M-V/def2-TZVPD" homo_energy_ev="-13.84 / -13.84" homo_lumo_gap_ha="0.183 / 0.184" total_charge=+2 multiplicity=1
P 0.4011 1.6619 -0.0160 -0.8 0.4 -0.4
P 0.0103 -1.7199 0.2933 -0.9 -0.1 -0.4
C -0.9623 0.7174 -0.8129 0.4 -0.1 0.1
C -1.3857 -0.5625 -0.0957 0.4 -0.3 0.5
H -0.7048 0.5010 -1.8595 0.1 0.1 0.2
H -1.8102 1.4028 -0.8484 0.1 -0.2 -0.1
H -1.9576 -0.3432 0.8191 0.3 -0.1 -0.1
H -2.0595 -1.1261 -0.7449 0.2 0.2 0.2
C 0.2810 -2.5769 -1.3136 0.3 0.1 0.2
H 0.9966 -3.3982 -1.1789 -0.2 0.1 -0.1
H 0.6920 -1.8794 -2.0547 -0.1 -0.2 0.1
H -0.6674 -2.9846 -1.6869 0.2 0.1 0.1
C -0.7054 -2.9900 1.3841 0.2 0.1 0.2
H -1.5784 -3.4587 0.9149 0.2 0.1 0.1
H -1.0007 -2.5192 2.3309 0.0 -0.2 -0.2
H 0.0537 -3.7535 1.5988 -0.2 0.1 -0.1
C 0.8160 2.9703 -1.2203 0.4 -0.1 0.0
H 1.6460 3.5648 -0.8065 -0.3 -0.1 -0.2
H -0.0474 3.6237 -1.4208 0.3 -0.3 0.1
H 1.1566 2.5052 -2.1583 -0.1 0.2 0.3
C -0.4043 2.5654 1.3596 0.2 -0.1 0.1
H -0.8594 1.8626 2.0681 0.0 0.2 -0.1
H -1.1769 3.2428 0.9683 0.2 -0.2 0.1
H 0.3491 3.1523 1.9009 -0.2 -0.1 -0.1
Ce 2.4240 -0.1503 0.9516 1.7 0.1 0.6
C -4.2581 -0.8690 -1.2703 0.3 -0.5 -0.5
C -3.5379 -1.1643 -2.3713 -1.2 -0.2 0.6
C -3.8110 -0.5086 -3.6894 0.1 0.3 -0.6
C -4.1293 1.0210 -3.6454 0.0 -0.4 -0.5
C -3.3328 1.8154 -2.6519 -0.2 0.6 0.6
C -3.7379 2.1092 -1.3991 -0.1 0.4 -1.2
C -5.0042 1.5656 -0.8067 -0.4 -0.2 0.2
C -5.3943 0.1098 -1.2216 -0.4 0.4 0.3
C 3.1145 1.9876 1.4694 -0.2 0.1 0.0
H -4.1135 -1.4143 -0.3281 0.1 0.0 -0.4
H -2.8775 -2.0444 -2.4067 -0.1 0.5 0.2
H -4.6680 -1.0330 -4.1520 0.4 0.2 0.0
H -2.9561 -0.6404 -4.3739 -0.3 -0.2 0.3
H -3.8634 1.4149 -4.6381 -0.3 -0.1 0.2
H -5.2109 1.1745 -3.5162 0.6 0.1 -0.1
H -2.4044 2.2316 -3.0642 -0.3 0.1 0.4
H -3.2579 2.9230 -0.8273 0.1 -0.6 -0.2
H -5.8263 2.2478 -1.0892 0.1 -0.3 0.2
H -4.9513 1.5844 0.2942 0.1 0.2 -0.3
H -6.0768 -0.2549 -0.4376 0.0 0.2 -0.4
H -5.9648 0.1267 -2.1606 0.2 -0.2 0.4
H 3.3228 1.8500 2.5480 0.0 0.0 -0.2
H 2.6155 2.9485 1.3045 0.2 -0.3 0.0
H 4.0839 1.9532 0.9312 -0.2 0.0 0.1
F 4.4551 -0.0532 4.4704 0.3 -0.7 -0.4
C 5.0230 -1.2298 4.0971 0.0 0.0 2.1
F 6.1886 -1.3740 4.7759 -1.4 0.2 -0.8
F 4.1714 -2.2041 4.4926 0.6 0.6 -0.4
C 5.2445 -1.2688 2.5772 0.6 0.0 0.1
O 4.0919 -0.8870 1.9029 -0.4 0.1 -0.1
C 6.4117 -0.3085 2.2396 1.7 1.2 -0.3
F 7.6200 -0.8086 2.6006 -1.6 0.5 -0.5
F 6.4347 -0.0451 0.9071 -0.2 -0.3 0.8
F 6.2549 0.8939 2.8609 0.0 -1.1 -0.5
C 5.6308 -2.6999 2.1592 0.7 -1.8 -0.3
F 6.6251 -3.2067 2.9289 -1.2 0.6 -0.9
F 4.5571 -3.5182 2.2531 0.5 0.5 0.0
F 6.0240 -2.7321 0.8650 -0.2 0.2 0.8

***

No. 3
23
Properties=species:S:1:pos:R:3:forces:R:3 method="wB97M-V/def2-TZVPD" homo_energy_ev=-8.00 homo_lumo_gap_ha=0.293 multiplicity=1 relative_energy_kj_mol=261.9
C 0.1380 -2.7532 -0.1154 0.0 -1.5 -1.7
C 1.0804 -1.8916 0.1454 -0.5 2.4 -1.1
C 1.0727 -0.3999 0.0233 -0.2 -0.7 0.7
C 1.9848 0.1954 -0.9952 -2.6 0.1 -0.8
C 0.4044 0.3194 0.9279 -0.5 0.0 0.9
C 0.3658 1.8310 0.9855 0.1 -0.4 -2.1
P -0.4481 -0.6070 2.2484 -0.3 0.0 -0.4
C -1.5957 -1.3742 1.3119 -2.5 0.1 1.7
S -2.2349 -0.8324 -0.2601 -0.9 0.5 -0.4
C -3.9657 -0.3012 0.2931 1.1 -0.1 -1.0
H -0.7166 -2.6403 -0.8069 0.4 0.1 1.1
H 0.4552 -3.7387 0.1668 -0.5 -0.8 -0.2
H 1.9680 -2.2882 0.4871 2.0 -0.7 1.1
H 2.1509 -0.6242 -1.6756 0.3 0.4 -0.9
H 2.8759 0.4714 -0.5549 2.1 0.7 0.9
H 1.4917 1.1080 -1.4279 0.6 -1.0 -0.1
H 1.3979 2.1840 0.7295 -1.0 0.3 0.3
H 0.0375 2.1988 1.9619 0.0 0.1 -0.4
H -0.3756 2.0949 0.1198 1.2 0.1 1.7
H -2.3044 -2.1075 1.8531 1.2 1.0 -0.8
H -4.7723 -0.7979 -0.2352 0.2 -0.1 -0.3
H -4.1505 0.7785 0.3368 0.5 -0.3 0.0
H -3.8557 -0.7391 1.2359 -0.8 -0.2 1.8

***

No. 4
101
Properties=species:S:1:pos:R:3:forces:R:3 method="wB97M-V/def2-TZVPD" homo_energy_ev=-6.25 homo_lumo_gap_ha=0.073 multiplicity=1
Li 18.8175 21.5490 15.9003 -0.4 -0.2 0.2
Li 18.2794 26.2989 17.2910 -0.4 -0.1 0.1
C 12.9152 21.1711 18.1753 3.1 4.0 -0.8
C 12.3681 20.9171 19.3774 -3.7 -4.4 1.0
C 12.6164 21.7680 20.6872 -1.3 -0.5 2.4
O 12.2738 21.5152 21.8836 -0.2 -1.6 -2.1
C 13.2263 22.9898 20.5783 2.4 2.2 -3.6
C 13.8377 23.4245 19.3201 -1.2 -1.9 1.7
C 13.8198 22.3403 18.1179 -1.2 -1.5 0.9
O 14.6654 22.4894 17.2626 1.2 0.6 -1.6
O 14.4483 24.4746 19.1829 0.6 0.9 -0.5
O 11.6188 19.8343 19.3081 1.3 2.4 2.1
H 12.8210 20.4482 17.3785 0.1 0.3 -0.1
H 13.4530 23.6141 21.4299 -0.4 -0.1 0.2
O 10.8797 25.5056 26.8483 0.1 0.2 -0.1
H 10.4519 25.4438 27.7024 -0.1 0.0 0.2
H 10.6158 24.7080 26.3896 0.0 -0.2 -0.2
O 14.3404 21.7104 27.4327 -0.1 -0.2 0.2
H 15.1754 22.1782 27.4185 0.2 0.2 0.0
H 14.1952 21.4508 26.5229 -0.1 0.0 -0.3
O 11.4915 16.2651 23.2989 0.1 -0.3 0.1
H 10.5859 16.5440 23.4344 -0.2 0.1 0.1
H 11.7566 16.6967 22.4867 0.1 0.2 -0.2
O 15.9194 17.5426 13.0268 0.3 0.2 0.0
H 15.0350 17.9030 12.9615 -0.2 0.1 0.0
H 15.7866 16.6151 13.2230 0.0 -0.3 0.1
O 8.6036 26.7456 22.7023 -0.2 0.2 0.1
H 9.4606 26.4999 23.0507 0.2 -0.1 0.1
H 8.5293 26.2581 21.8819 0.0 -0.1 -0.2
C 14.9198 30.7061 21.1712 0.8 3.7 1.7
O 15.1232 31.7866 21.7121 0.2 0.0 0.5
N 14.3552 30.6469 19.9999 -1.9 -0.1 -4.5
N 15.2182 29.5365 21.6500 1.0 -3.2 1.2
H 14.4591 29.8312 19.4134 -0.2 0.2 0.1
H 14.1810 31.5065 19.4990 0.1 -0.1 0.4
H 14.9289 28.7689 21.0607 0.3 -0.4 0.9
H 15.6897 29.4300 22.5368 -0.3 -0.1 -0.3
C 5.2388 15.6765 20.5115 -2.4 0.9 1.0
O 4.1463 15.5453 21.0072 -1.4 -0.8 0.4
N 6.2425 16.2213 21.1255 3.4 1.3 2.4
N 5.5342 15.5117 19.2516 -0.1 -1.7 -4.1
H 7.0778 16.2353 20.5579 0.2 0.8 1.1
H 6.0582 16.8353 21.9059 0.4 -0.3 -0.2
H 6.4887 15.6357 18.9454 -0.5 -0.3 -0.4
H 4.8893 14.9357 18.7297 0.4 0.1 -0.2
C 10.4415 18.0945 29.2333 -2.8 -1.3 -1.5
O 9.8157 17.2808 29.8294 -3.0 -2.1 1.9
N 11.6394 18.3210 29.5040 7.4 2.4 1.0
N 10.0048 18.7283 28.1375 -1.7 0.9 -1.2
H 12.0594 19.0438 28.9371 0.8 -0.2 0.7
H 12.1582 17.8380 30.2235 -0.3 0.2 -0.3
H 8.9956 18.7673 28.1319 0.3 0.3 -0.8
H 10.6145 19.2591 27.5320 -0.6 0.0 0.2
C 5.9007 21.6694 18.2481 -3.5 3.3 3.8
O 4.8146 21.9534 17.8137 -2.3 0.7 0.0
N 6.4161 21.9975 19.4618 1.4 0.5 1.7
N 6.7111 21.0227 17.5561 4.4 -3.7 -4.0
H 7.4038 21.8024 19.5419 -0.2 0.1 0.4
H 6.0117 22.3475 20.3186 -0.6 0.0 -0.9
H 7.5940 20.7512 17.9647 -0.2 -0.6 -0.9
H 6.2195 20.6375 16.7624 1.1 -0.3 -0.3
C 11.0532 27.6546 14.5380 -3.6 0.4 -1.6
O 10.0239 28.2123 14.1965 -0.4 1.6 0.4
N 11.4808 26.6613 13.8647 2.3 -4.4 -3.9
N 11.7216 27.7911 15.6217 1.4 2.7 5.1
H 12.2359 26.1114 14.2489 -0.2 -0.2 -0.8
H 11.1052 26.5393 12.9352 0.3 -0.3 0.3
H 11.1817 28.3468 16.2696 0.7 -0.1 0.6
H 12.5089 27.2313 15.9163 -0.5 0.2 0.0
C 13.3208 14.0671 15.5738 -0.6 0.4 -0.8
O 13.5283 13.5193 14.5404 0.5 -1.9 -2.7
N 12.1480 14.5593 15.9335 -2.4 0.8 0.8
N 14.2562 14.3718 16.4307 3.3 0.7 3.2
H 12.1656 15.1506 16.7520 -0.9 0.0 -0.4
H 11.3673 14.4868 15.2967 0.2 0.2 0.4
H 14.0106 14.8274 17.2980 0.3 -0.2 -0.1
H 15.1564 13.9144 16.4105 -0.3 0.1 -0.2
C 18.7437 18.2902 20.4823 -1.9 2.5 -4.2
O 18.5314 18.6452 19.2956 0.6 -0.3 1.2
N 18.4965 19.0909 21.5066 -0.2 1.1 2.6
N 19.1452 17.0880 20.7841 1.2 -2.5 0.7
H 17.9184 19.9175 21.4559 0.1 -0.3 -0.6
H 18.4714 18.6420 22.4111 -0.1 0.3 0.0
H 19.4473 16.5476 19.9861 0.1 -0.2 0.5
H 19.5165 16.9552 21.7139 0.1 -0.6 -0.4
C 14.3661 24.8011 9.5105 3.2 3.7 0.9
O 15.2747 25.6682 9.4883 -0.3 -2.0 0.6
N 14.3256 23.7881 10.4267 0.2 -0.2 0.2
N 13.3460 25.0157 8.7153 -4.1 -1.5 -1.1
H 13.6907 23.0028 10.4424 0.1 0.4 -0.2
H 14.9676 23.9117 11.1966 -0.1 -0.2 -0.3
H 13.1641 25.8320 8.1491 1.1 0.0 0.3
H 12.4830 24.6478 9.0895 -0.2 -0.2 -0.4
C 18.9208 24.6118 23.9235 -4.2 -0.9 7.7
O 17.9057 24.7993 24.6575 2.1 -0.4 -0.8
N 20.0535 24.0503 24.3630 1.6 -0.4 0.5
N 18.8695 24.8775 22.7063 0.6 1.6 -7.2
H 20.0834 23.7330 25.3214 0.0 0.1 -0.3
H 20.6204 23.5965 23.6609 0.1 -0.1 0.6
H 17.9796 25.0772 22.2725 0.3 0.2 0.1
H 19.7571 24.9809 22.2354 -0.5 0.0 -0.5

***

No. 5
15
Properties=species:S:1:pos:R:3:forces:R:3 method="wB97M-V/def2-TZVPD" homo_energy_ev=-10.32 homo_lumo_gap_ha=0.412 multiplicity=1 relative_energy_kj_mol=153.1
C 1.5778 -0.1139 0.4164 0.0 0.0 0.0
C 0.5416 0.9641 0.7212 -0.1 -0.1 0.0
C -0.9008 0.4352 0.7060 0.1 0.2 0.1
N -1.3315 -0.0258 -0.6012 0.1 0.4 -0.6
C -1.2746 0.3919 -1.7308 0.0 -0.1 -0.1
O -1.2787 0.6797 -2.8714 0.0 -0.2 0.7
H 2.5928 0.3004 0.4382 -0.2 -0.1 0.0
H 1.5209 -0.9169 1.1601 0.0 0.1 -0.2
H 1.4064 -0.5437 -0.5760 0.1 0.0 0.2
H 0.6345 1.7794 -0.0106 -0.1 -0.1 0.2
H 0.7380 1.3900 1.7142 -0.1 0.0 -0.2
H -1.5920 1.2167 1.0435 0.1 -0.1 0.0
H -1.0100 -0.4167 1.3864 0.1 0.2 -0.1
H -0.9756 -2.4267 -0.7007 0.0 0.0 0.0
H -0.7918 -3.1412 -0.7759 0.0 -0.1 0.0